65
Properties=species:S:1:pos:R:3 method="wB97M-V/def2-TZVPD" largest_force_ev_per_a=2.9 e_homo_ev="-14.747 / -14.747" energy_ha=-4868.112601 multiplicity=6 total_charge=+3
Sm -0.23844 -0.34729 0.94968
P -1.90536 1.32460 2.65448
P -2.35093 -0.88236 -0.86784
P -0.15551 2.12576 -0.51528
H 2.38604 -1.27825 0.68557
C 2.27712 -0.17161 0.71262
C 1.98633 0.49194 1.90052
H 1.85142 -0.05904 2.85245
C -2.31191 0.55832 4.26811
C -3.57124 1.92255 2.17434
C -1.11969 2.87623 3.23235
C -1.59879 -1.79101 -2.26602
C -3.54551 -2.12188 -0.24951
C -3.45121 0.31151 -1.70676
C 1.25148 3.23145 -0.11303
C -1.48619 3.37490 -0.68975
C 0.21419 1.75184 -2.27758
H 2.61496 0.33931 -0.20333
H 2.07512 1.58044 2.01712
H -1.39863 0.18554 4.74798
H -3.00575 -0.28092 4.14040
H -2.77249 1.31505 4.91704
H -4.21452 1.06466 1.93856
H -3.51277 2.56605 1.28803
H -4.01846 2.48477 3.00690
H -0.14458 2.64150 3.67949
H -1.76272 3.34242 3.99320
H -0.96429 3.57472 2.39936
H -2.38436 -2.17132 -2.93135
H -1.01083 -2.63660 -1.88634
H -0.92353 -1.13708 -2.83173
H -4.19962 -2.44519 -1.06897
H -4.15493 -1.68149 0.54965
H -3.01166 -2.99071 0.15657
H -4.16399 -0.23047 -2.34363
H -2.87466 1.01108 -2.32590
H -4.01004 0.88311 -0.95276
H 1.31394 4.01552 -0.88061
H 2.18859 2.66404 -0.08724
H 1.09468 3.69256 0.87071
H -1.18437 4.12124 -1.43917
H -1.65925 3.88117 0.26855
H -2.42225 2.90191 -1.01032
H 0.51465 2.68257 -2.78125
H -0.66598 1.32748 -2.77959
H 1.03542 1.02352 -2.34092
C 3.84098 -2.41553 -3.14034
C 4.29699 -1.99177 -1.87632
C 5.66141 -1.86813 -1.62245
C 6.59922 -2.20188 -2.60528
C 6.15790 -2.66266 -3.85877
C 4.78895 -2.77174 -4.12265
Se 1.97006 -2.46440 -3.51121
H 1.54630 -2.12876 -2.05980
H 3.56744 -1.75103 -1.10572
H 5.99420 -1.50721 -0.64325
H 7.66783 -2.10761 -2.39969
H 6.88324 -2.93251 -4.62432
H 4.44479 -3.12668 -5.09573
C -1.72298 -2.59220 2.94765
O -0.44331 -1.93996 2.67470
H -1.74197 -3.56888 2.44293
H -2.50741 -1.94781 2.52487
H -1.87340 -2.68941 4.03270
H 0.26027 -2.37437 3.18787

60
Properties=species:S:1:pos:R:3 method="wB97M-V/def2-TZVPD" largest_force_ev_per_a=5.4 e_homo_ev=-10.325 energy_ha=-710.783850 relative_energy_kcal_mol=92.7 smiles=CCCCCC.CCCCCC.CCCCCC
C 1.92827 2.07290 -0.31507
C 2.40347 1.58340 -1.64169
C 3.91766 1.72668 -1.83553
C 4.33773 1.11845 -3.29845
C 3.80171 -0.33735 -3.51573
C 4.60120 -0.99665 -4.73396
H 0.84496 2.20716 -0.17187
H 2.27253 3.10603 -0.05060
H 2.15281 1.35326 0.52758
H 1.93725 2.35259 -2.39790
H 2.13252 0.57419 -1.92884
H 4.49593 0.95692 -1.27286
H 4.33291 2.68705 -1.79234
H 5.45609 1.07610 -3.51555
H 4.00502 1.74332 -4.03945
H 2.78592 -0.64997 -3.66718
H 4.03152 -0.88054 -2.55351
H 4.07492 -1.99556 -5.15694
H 5.68916 -1.17341 -4.35289
H 4.47753 -0.10060 -5.35968
C -4.91772 0.14861 5.00345
C -4.12992 0.75197 3.84364
C -2.80353 1.42379 4.19225
C -1.75716 0.31961 4.53691
C -0.39136 0.89532 4.70113
C 0.43046 1.46765 3.52239
H -4.36317 -0.76082 5.38212
H -5.80170 -0.36615 4.61536
H -5.44664 0.97853 5.63335
H -5.00764 1.41124 3.31396
H -3.87215 -0.06817 3.08853
H -2.93235 1.94595 5.08433
H -2.45100 2.02832 3.32898
H -1.71508 -0.27946 3.76250
H -1.84684 -0.11591 5.46917
H 0.50539 0.25899 5.22206
H -0.73628 1.67339 5.28104
H 0.08121 2.36148 3.15652
H 0.30995 0.81005 2.80327
H 1.50530 1.57209 3.62179
C -0.24372 -3.89625 -3.77548
C -1.01701 -2.67317 -3.33580
C -0.84221 -2.43628 -1.81975
C -1.56519 -1.03673 -1.54511
C -1.37725 -0.58508 -0.06686
C -2.15569 0.76676 0.30893
H -0.59191 -4.87922 -3.34461
H 0.75004 -4.03590 -3.51629
H -0.38081 -4.00693 -4.87637
H -2.03969 -2.69238 -3.34218
H -0.80577 -1.87096 -3.99256
H 0.23266 -2.28552 -1.72221
H -1.40292 -3.21400 -1.17218
H -2.51167 -1.27591 -1.65287
H -1.47391 -0.19839 -2.27319
H -0.26066 -0.44873 -0.03090
H -1.61965 -1.50903 0.51473
H -1.83054 1.63375 -0.14302
H -1.96506 1.16714 1.28965
H -3.23792 0.59634 0.00580

86
Properties=species:S:1:pos:R:3 method="wB97M-V/def2-TZVPD" largest_force_ev_per_a=5.8 e_homo_ev=-3.102 energy_ha=-3631.977957 relative_energy_kcal_mol=110.9 total_charge=-1
Ba -0.30732 -0.19623 1.56641
B -0.93004 1.85628 3.37615
H -1.71344 1.14743 3.15693
H -0.04539 1.25823 3.53093
H -0.73251 2.48626 2.52271
H -1.00521 2.47950 4.25376
C 2.54834 -3.66088 3.16552
C 2.32494 -4.94092 3.49281
C 0.85894 -5.43929 3.59356
O 0.64665 -6.70002 3.85636
C -0.24909 -4.63520 3.51510
C -0.11164 -3.25490 3.19966
C 1.41886 -2.69900 3.00904
O 1.66618 -1.47491 2.81808
O -1.02892 -2.49340 2.80693
O 3.36512 -5.72082 3.63466
H 3.55815 -3.34670 2.94647
H -1.23567 -5.05481 3.64541
C -4.78081 0.83164 1.22920
O -4.26960 0.58522 -0.01144
P -3.57172 -0.84501 -0.34419
O -2.47392 -1.19504 0.56312
O -3.16987 -0.46606 -1.90801
C -2.83145 -1.51726 -2.76480
O -4.83087 -1.91993 -0.45596
C -5.89526 -1.73553 -1.41512
H -5.23024 -0.08062 1.62150
H -5.62963 1.51378 1.18137
H -4.05592 1.36527 1.84391
H -1.81840 -1.42855 -3.15718
H -3.51667 -1.61881 -3.60639
H -2.88149 -2.48625 -2.26816
H -6.90782 -1.98673 -1.09935
H -5.58501 -2.34660 -2.26274
H -5.89093 -0.69885 -1.75182
C -2.24551 4.12018 1.02802
O -2.79213 3.47046 -0.07090
P -1.82863 2.53706 -0.99356
O -1.23118 1.35958 -0.26469
O -2.58448 2.34240 -2.41096
C -3.48320 3.27937 -2.84864
O -0.69696 3.59961 -1.51798
C 0.26646 3.11131 -2.46703
H -2.54240 3.63066 1.95555
H -2.74102 5.08767 0.94707
H -1.15827 4.19744 1.02249
H -4.46616 2.82849 -2.71227
H -3.25072 3.48756 -3.89301
H -3.46316 4.22740 -2.31111
H 0.28561 2.03528 -2.63998
H 1.24198 3.47208 -2.14097
H 0.05468 3.49172 -3.46629
C 3.73521 2.09493 -2.08414
O 4.08586 1.64811 -0.80890
P 3.13475 2.07759 0.42136
O 1.84766 1.36230 0.58414
O 4.19464 1.94739 1.67333
C 5.36737 2.83356 1.81697
O 2.96782 3.69503 0.21731
C 1.84256 4.38608 0.78900
H 3.26233 3.07668 -2.10963
H 3.01792 1.42149 -2.55326
H 4.61126 2.14168 -2.73102
H 5.82248 2.64259 2.78882
H 4.98672 3.85344 1.76183
H 6.06754 2.78368 0.98307
H 1.39276 3.84716 1.62288
H 1.11762 4.56118 -0.00592
H 2.12450 5.37570 1.14852
C 3.77848 -2.09554 -0.45173
O 2.99315 -2.18341 -1.57186
P 1.38345 -2.47419 -1.39411
O 0.67271 -1.86569 -0.26843
O 0.77698 -2.23326 -2.90375
C 1.46132 -2.73935 -3.98567
O 1.29838 -4.10484 -1.31078
C 1.49966 -4.67807 -0.00832
H 3.22991 -1.94469 0.47802
H 4.40440 -1.22322 -0.63978
H 4.32479 -3.02875 -0.31475
H 2.31718 -3.36047 -3.72143
H 1.87627 -1.95942 -4.62412
H 0.63166 -3.24841 -4.47621
H 0.84602 -4.20430 0.72406
H 2.50675 -4.51076 0.37363
H 1.36634 -5.75420 -0.11908